Entry 1:
{"formula": "C23H37NO17", "method": "ωB97M-V with the def2-TZVPD basis set", "lumo_energy_ev": 0.1, "homo_lumo_gap_ev": 9.265, "homo_energy_ev": -9.2, "charge": 0, "e_tot_ev": -60747.033, "smiles": "C[C@@H]1COC(=O)O1.C[C@@H]1COC(=O)O1.C[C@@H]1COC(=O)O1.C[C@@H]1COC(=O)O1.C[C@@H]1COC(=O)O1.COC(=O)CN", "symbols": ["C", "C", "C", "O", "C", "O", "O", "H", "H", "H", "H", "H", "H", "C", "C", "C", "O", "C", "O", "O", "H", "H", "H", "H", "H", "H", "C", "C", "C", "O", "C", "O", "O", "H", "H", "H", "H", "H", "H", "C", "C", "C", "O", "C", "O", "O", "H", "H", "H", "H", "H", "H", "C", "C", "C", "O", "C", "O", "O", "H", "H", "H", "H", "H", "H", "C", "O", "C", "O", "C", "N", "H", "H", "H", "H", "H", "H", "H"], "positions_angstrom": [[4.06450, 2.44121, -7.29733], [4.00824, 2.06167, -5.83160], [4.19526, 0.59642, -5.57562], [3.52198, 0.41826, -4.34088], [2.55238, 1.38198, -4.28830], [1.66151, 1.42145, -3.45979], [2.71598, 2.29422, -5.29540], [3.69979, 3.46321, -7.44342], [5.08657, 2.37287, -7.68146], [3.42263, 1.79083, -7.90209], [4.72131, 2.66786, -5.25956], [5.24834, 0.31662, -5.48717], [3.71472, -0.04340, -6.32417], [3.09105, 1.09754, 2.76361], [3.91955, 0.92252, 1.50721], [5.37132, 0.65539, 1.76889], [5.98352, 1.13076, 0.58192], [5.16384, 2.11009, 0.09134], [5.45805, 2.86779, -0.81473], [3.96927, 2.12643, 0.75913], [2.10674, 1.51053, 2.51983], [2.95516, 0.14284, 3.28026], [3.56296, 1.80282, 3.45687], [3.47354, 0.15044, 0.86836], [5.58300, -0.40700, 1.91591], [5.77521, 1.22305, 2.61461], [-6.20895, -1.20246, -0.53639], [-5.38045, -1.37748, -1.79279], [-3.92868, -1.64461, -1.53111], [-3.31648, -1.16924, -2.71808], [-4.13616, -0.18991, -3.20866], [-3.84195, 0.56779, -4.11473], [-5.33073, -0.17357, -2.54087], [-7.19326, -0.78947, -0.78017], [-6.34484, -2.15716, -0.01974], [-5.73704, -0.49718, 0.15687], [-5.82646, -2.14956, -2.43164], [-3.71700, -2.70700, -1.38409], [-3.52479, -1.07695, -0.68539], [-4.77531, -1.14964, 5.25465], [-5.27093, -1.20968, 3.82414], [-6.74058, -1.47878, 3.70095], [-6.83075, -2.07581, 2.41834], [-5.62560, -2.68168, 2.18991], [-5.40003, -3.44667, 1.27038], [-4.70798, -2.31530, 3.13697], [-3.68121, -1.18081, 5.28339], [-5.11552, -0.23535, 5.74980], [-5.12785, -2.00983, 5.83475], [-4.97873, -0.29880, 3.28743], [-7.34000, -0.56571, 3.74685], [-7.11790, -2.19432, 4.44003], [1.56400, -4.40194, 4.42110], [2.51262, -3.65148, 3.50869], [3.73082, -4.43488, 3.12171], [4.67058, -3.41113, 2.84164], [4.30783, -2.33576, 3.60560], [4.98873, -1.33926, 3.76368], [3.07756, -2.53245, 4.17212], [0.82355, -3.71902, 4.85029], [1.04044, -5.19372, 3.87722], [2.09729, -4.85485, 5.26443], [1.97227, -3.28061, 2.62913], [3.56522, -5.06100, 2.24101], [4.12911, -5.05388, 3.93339], [1.69571, 3.74098, -1.82996], [0.77465, 4.78577, -1.34602], [-0.52613, 4.16292, -0.93123], [-0.75509, 4.00361, 0.37726], [-1.54016, 3.75419, -2.15582], [-2.99193, 3.59948, -1.76185], [1.89813, 2.88062, -1.03906], [1.39017, 3.25213, -2.85189], [2.74321, 4.27364, -1.99828], [-1.48620, 4.62325, -2.94618], [-1.09619, 2.77350, -2.65696], [-3.26052, 2.61201, -2.03115], [-3.15290, 3.70065, -0.73611]], "lowdin_charge": [-0.021, -0.350, -0.113, 0.069, -0.487, 0.102, 0.089, 0.090, 0.091, 0.090, 0.166, 0.145, 0.142, -0.011, -0.344, -0.123, 0.064, -0.506, 0.123, 0.075, 0.090, 0.068, 0.097, 0.163, 0.119, 0.147, -0.019, -0.338, -0.112, 0.062, -0.513, 0.130, 0.083, 0.097, 0.059, 0.093, 0.166, 0.144, 0.142, -0.019, -0.352, -0.105, 0.055, -0.514, 0.119, 0.089, 0.090, 0.093, 0.091, 0.163, 0.147, 0.144, -0.019, -0.351, -0.111, 0.070, -0.490, 0.124, 0.084, 0.090, 0.093, 0.091, 0.164, 0.146, 0.144, -0.099, -0.161, -0.238, -0.021, -0.170, -0.031, 0.113, 0.073, 0.119, 0.134, 0.143, 0.065, 0.068]}

Entry 2:
{"formula": "C20H41N2P3ReS", "method": "ωB97M-V with the def2-TZVPD basis set", "lumo_energy_ev": [-14.2, -15.9], "homo_lumo_gap_ev": [7.007, 5.310], "homo_energy_ev": [-21.2, -21.2], "multiplicity": 4, "charge": 4, "e_tot_ev": -65172.218, "symbols": ["Re", "P", "P", "P", "H", "C", "C", "H", "C", "C", "C", "C", "C", "C", "C", "C", "C", "H", "H", "H", "H", "H", "H", "H", "H", "H", "H", "H", "H", "H", "H", "H", "H", "H", "H", "H", "H", "H", "H", "H", "H", "H", "H", "H", "H", "H", "C", "C", "C", "C", "C", "C", "S", "H", "H", "H", "H", "H", "H", "N", "C", "C", "C", "N", "H", "H", "H", "H"], "positions_angstrom": [[0.51197, -0.40976, 0.36954], [-0.43751, 1.62977, 1.52027], [-1.90767, -1.02201, 0.26803], [2.52110, 0.85072, 0.28354], [1.62983, -2.43417, -2.51717], [1.65064, -1.55175, -1.85150], [1.64075, -1.92348, -0.35826], [1.19882, -2.92768, -0.33034], [-0.83220, 3.03887, 0.38779], [-2.00198, 1.63865, 2.50037], [0.65304, 2.41491, 2.77938], [-2.22331, -2.58897, -0.61693], [-2.85772, -1.31873, 1.84019], [-2.97208, 0.17780, -0.68827], [4.00959, 0.41219, -0.73040], [3.40236, 0.72838, 1.91201], [2.50609, 2.65430, -0.10103], [2.48870, -0.90892, -2.15415], [2.64045, -2.00823, 0.08839], [-1.22117, 3.86555, 1.00000], [-1.59645, 2.73331, -0.33816], [0.04995, 3.38294, -0.16160], [-2.02982, 2.58679, 3.06032], [-2.02311, 0.80376, 3.21445], [-2.88009, 1.58796, 1.84200], [0.13927, 3.30056, 3.17923], [1.61199, 2.72659, 2.35529], [0.84783, 1.70724, 3.59623], [-3.01317, -3.12814, -0.08925], [-1.33746, -3.22713, -0.62494], [-2.53458, -2.40065, -1.64650], [-3.62822, -0.53836, 1.95862], [-2.19098, -1.30979, 2.71777], [-3.33697, -2.30862, 1.77255], [-3.86207, -0.38657, -1.00917], [-2.48336, 0.57953, -1.59249], [-3.28926, 1.02704, -0.06450], [4.87611, 0.99125, -0.36264], [3.82903, 0.70764, -1.76968], [4.22608, -0.66420, -0.70628], [4.41148, 1.14626, 1.79025], [3.49786, -0.31990, 2.22611], [2.87677, 1.28289, 2.69088], [3.52854, 2.98326, -0.31982], [2.13614, 3.26483, 0.72460], [1.88729, 2.86471, -0.98234], [-0.72994, -0.34399, -3.40927], [-0.37759, 0.95044, -3.80061], [-1.08569, 1.51947, -4.85235], [-2.12140, 0.81978, -5.47853], [-2.43600, -0.49721, -5.09912], [-1.70850, -1.12056, -4.08169], [-0.06590, -0.92964, -1.95773], [0.36174, 0.48588, -1.19855], [0.43525, 1.44614, -3.25960], [-0.83177, 2.54838, -5.08889], [-2.68045, 1.32888, -6.27292], [-3.24549, -1.01803, -5.62209], [-1.86407, -2.15366, -3.74147], [0.80977, -2.96152, 2.07364], [0.82026, -3.50301, 3.30099], [0.62794, -2.46249, 4.19163], [0.51368, -1.29044, 3.43547], [0.65088, -1.60863, 2.11143], [0.89312, -3.53167, 1.24202], [0.98698, -4.56367, 3.41968], [0.56023, -2.55445, 5.26343], [0.37448, -0.27063, 3.76216]], "lowdin_charge": [0.919, 0.726, 0.730, 0.739, 0.133, -0.352, -0.437, 0.070, -0.196, -0.220, -0.230, -0.232, -0.190, -0.196, -0.206, -0.187, -0.212, 0.085, 0.089, 0.092, 0.048, 0.029, 0.088, 0.049, 0.044, 0.090, 0.014, 0.052, 0.076, 0.049, 0.041, 0.071, 0.036, 0.073, 0.090, 0.040, 0.046, 0.092, 0.067, 0.067, 0.087, 0.068, 0.029, 0.087, 0.040, 0.052, -0.505, -0.067, 0.001, 0.039, 0.015, -0.034, 1.012, 0.022, 0.116, 0.141, 0.153, 0.149, 0.126, 0.021, 0.036, 0.031, -0.071, -0.185, 0.145, 0.167, 0.141, 0.101]}

Entry 3:
{"formula": "C3H7N3S", "method": "ωB97M-V with the def2-TZVPD basis set", "lumo_energy_ev": 0.8, "homo_lumo_gap_ev": 8.630, "homo_energy_ev": -7.8, "charge": 0, "e_tot_ev": -18525.851, "symbols": ["C", "C", "C", "N", "N", "N", "S", "H", "H", "H", "H", "H", "H", "H"], "positions_angstrom": [[-0.06052, -0.27338, -2.41265], [0.76315, 0.56988, -2.60208], [1.47027, -0.11335, 1.06427], [-2.00169, 0.40846, 0.90897], [-0.76171, 0.69741, 1.01447], [0.05550, -0.31558, 1.12371], [-2.69419, -1.10048, 0.87192], [-0.79257, -1.00897, -2.25525], [1.47923, 1.31860, -2.77195], [1.87411, -0.38299, 0.08391], [1.66806, 0.93875, 1.25574], [1.96232, -0.71473, 1.82938], [-2.60396, 1.22659, 0.84695], [-0.35799, -1.25019, 1.04261]], "lowdin_charge": [-0.004, -0.003, -0.078, -0.574, -0.032, -0.119, 0.427, 0.007, 0.010, 0.068, 0.085, 0.082, 0.090, 0.042]}

Entry 4:
{"formula": "C9H9N2P", "method": "ωB97M-V with the def2-TZVPD basis set", "lumo_energy_ev": [-1.0, -1.0], "homo_lumo_gap_ev": [7.008, 7.006], "homo_energy_ev": [-8.0, -8.0], "charge": 0, "e_tot_ev": -21742.725, "symbols": ["C", "C", "C", "C", "C", "C", "C", "C", "C", "N", "N", "P", "H", "H", "H", "H", "H", "H", "H", "H", "H"], "positions_angstrom": [[-2.36911, 1.84430, 0.35241], [-2.46992, 1.13902, -0.86720], [-1.96255, 1.18754, 1.47134], [-1.75686, -0.02661, -1.00350], [-1.44086, -0.13187, 1.36978], [-1.22687, -0.70028, 0.11887], [3.06290, -1.26947, 0.12098], [1.84304, -0.73348, -0.27014], [-0.45442, -1.85181, -0.03767], [4.10561, -0.47145, -0.12797], [3.72208, 0.59854, -0.86931], [2.02574, 0.77738, -1.05375], [-2.74621, 2.82260, 0.32487], [-2.86891, 1.69850, -1.69320], [-2.12238, 1.77070, 2.30824], [-1.60002, -0.52807, -1.87981], [-1.11837, -0.57101, 2.30821], [3.44507, -2.10914, 0.58258], [0.10624, -2.35559, 0.71493], [-0.40687, -2.52429, -0.82644], [4.23267, 1.43448, -1.04320]], "lowdin_charge": [-0.083, -0.055, -0.065, -0.042, -0.010, -0.344, -0.316, -0.347, 0.113, -0.062, -0.332, 0.855, 0.090, 0.100, 0.081, 0.086, 0.116, 0.061, 0.052, 0.050, 0.053]}